[1]
Here is 15 unconnected molecules or ions with the total composition C4H38N2O15 in a non-equilibrium geometry from the Open Molecules 2025 dataset. Energies are from ωB97M-V with the def2-TZVPD basis set.

Computed properties:
Calculated total energy ... -38458.14135 eV
Gap between HOMO and LUMO ... 0.351 hartree
Relative energy (zero: lowest compared OMol25 entry of this formula, charge and spin) ... 403.0 kJ/mol
Charge ... 0
LUMO energy ... 0.0 eV

```
59
C4H38N2O15, DFT ωB97M-V with the def2-TZVPD basis set
C 2.8525 -0.3413 -0.8619
N 1.6251 -0.2501 -1.4389
C 0.9171 -2.5119 -2.3621
C 0.5920 -1.2817 -1.5724
C 0.1502 -1.7373 -0.1506
N -0.9853 -0.9324 0.2962
O 3.3166 -1.3837 -0.4396
H 3.3315 0.6555 -0.8061
H 1.4459 0.6569 -1.8479
H 0.0642 -3.2101 -2.5048
H 1.6132 -3.1309 -1.7613
H 1.3502 -2.4928 -3.3640
H -0.2779 -0.7902 -1.9988
H -0.1557 -2.7918 -0.1854
H 1.0794 -1.7113 0.4165
H -1.2169 -1.0765 1.2720
H -1.8535 -1.0199 -0.2330
H -1.7824 -1.6900 3.9397
H -0.5189 -0.6428 4.0053
O -1.4613 -0.8008 4.0825
H 2.4697 3.9550 -0.1843
H 1.3858 2.8282 -0.0084
O 2.2399 3.0548 -0.4420
H -1.0678 0.8146 -1.0936
H -0.7122 1.5044 -2.4875
O -1.3829 1.3868 -1.8026
H 1.0923 2.9681 -2.2325
H 1.2179 3.1579 -3.7231
O 0.8064 2.5775 -3.0715
H 2.1414 0.2794 4.0341
H 0.8809 0.0523 4.6743
O 1.3106 -0.2058 3.8345
H 1.2859 -3.2931 3.2980
H 1.1472 -1.8285 3.3280
O 0.8539 -2.6041 2.7971
H -2.5473 4.0863 -2.3395
H -1.9420 3.3998 -1.1446
O -2.3700 4.2304 -1.4056
H -1.1819 1.9310 3.3917
H 0.1128 1.0950 3.3136
O -0.2134 2.0032 3.4193
H -2.1963 2.2040 1.5321
H -3.0792 3.3076 0.9899
O -2.9719 2.7316 1.7628
H -2.1214 -1.4790 -2.5132
H -3.4278 -1.8798 -2.7124
O -2.8629 -1.7372 -1.9390
H 3.7505 0.1138 2.1982
H 3.9776 -0.9831 3.2295
O 3.9674 -0.0276 3.1281
H -1.7185 -4.8321 -1.3521
H -2.7451 -3.8031 -0.9827
O -2.0548 -4.3605 -0.5930
H -0.3657 1.4343 0.4247
H 0.3921 1.9747 1.5742
O -0.0633 2.2984 0.7674
H -0.6081 -0.2225 -4.1958
H -1.9219 0.5510 -3.7356
O -1.5637 -0.2005 -4.2240
```



[2]
Here is 15 unconnected molecules or ions with the total composition C4H38O14S in a non-equilibrium geometry from the Open Molecules 2025 dataset. Energies are from ωB97M-V with the def2-TZVPD basis set.

Computed properties:
Calculated total energy ... -44264.52260 eV
Gap between HOMO and LUMO ... 0.295 hartree
Relative energy (zero: lowest compared OMol25 entry of this formula, charge and spin) ... 0.0 kJ/mol
Charge ... 0
LUMO energy ... -0.3 eV

```
57
C4H38O14S, DFT ωB97M-V with the def2-TZVPD basis set
C -0.0099 0.1908 0.7604
C 0.1619 -1.1070 1.6217
C -1.1163 -1.8760 1.7932
C -0.8145 -3.1592 2.5859
S -0.3487 -2.7502 4.3546
H 0.8139 0.4092 0.0696
H -0.8591 0.0982 0.0838
H -0.1121 1.0273 1.4563
H 0.5403 -0.7196 2.5714
H 0.9887 -1.6053 1.1070
H -1.5454 -2.0958 0.8267
H -1.9256 -1.2816 2.2358
H 0.0881 -3.6617 2.2113
H -1.6640 -3.8253 2.4694
H -0.6823 -1.4810 4.1487
H -2.4825 1.4284 2.5281
H -2.6721 2.5376 3.6723
O -2.0862 1.8030 3.3641
H 1.6899 3.6120 -2.6201
H 0.5642 3.8048 -3.5655
O 1.5074 3.6605 -3.5550
H -0.3930 -0.3146 -3.5171
H 0.5089 -1.6048 -3.4845
O -0.3896 -1.2623 -3.2800
H 2.6617 -2.6224 -3.5833
H 2.6344 -1.1956 -2.9341
O 2.1859 -1.7392 -3.6071
H -2.4032 0.1605 0.7160
H -3.3383 1.3825 0.7379
O -3.0968 0.5834 1.2502
H 3.8152 2.8098 -1.4727
H 3.8509 1.9669 -0.2924
O 3.3957 1.9967 -1.1667
H -2.4108 2.8449 -0.2047
H -3.1767 3.8813 0.5932
O -3.2994 3.0308 0.1692
H 1.0262 -3.4017 -2.1801
H -0.4689 -3.3397 -2.5786
O 0.2276 -3.9313 -2.2934
H 1.2199 1.2586 -3.2278
H 1.1671 1.8223 -4.6862
O 0.8447 1.1105 -4.1100
H 1.7570 2.7194 -0.5536
H 1.4773 4.0359 -0.1538
O 1.1417 3.4351 -0.8364
H -2.6478 -3.8266 -0.2541
H -1.4237 -4.5083 -1.1491
O -2.0191 -4.5076 -0.3652
H 4.9521 1.4677 1.3288
H 3.7273 2.0818 2.2825
O 4.2831 2.1902 1.4872
H -0.5557 1.2037 4.2704
H 0.6822 0.8055 5.0799
O 0.4429 1.2022 4.2416
H -1.4712 -1.4294 -1.6402
H -2.7940 -1.4342 -1.6347
O -2.1494 -1.8811 -1.0705
```